No. 1
Molecular formula: C19H46Br12N6O5P2
Method: DFT, the ωB97M-V functional and the def2-TZVPD basis

The calculation puts the electronic energy at -33027.23424 Ha. The calculation puts the HOMO energy at -8.512 eV. For the relative energy (zero: lowest compared OMol25 entry of this formula, charge and spin), the calculation gives 0.00 kcal/mol. As for the orbital gap: 8.53 eV.

```
! wB97M-V def2-TZVPD RIJCOSX def2/J DEFGRID3
* xyz 0 1
Br 1.98381 -0.17262 0.27290
Br 0.19377 4.39354 3.42493
Br -3.74829 2.62585 1.86070
Br 2.29910 3.29902 5.56696
Br 2.11312 -4.63430 4.78935
Br -4.57880 2.54495 -1.21410
Br 1.13019 -0.90315 3.23302
Br 2.60768 -5.95538 1.98189
Br -0.38972 -5.32668 2.88952
Br -2.89263 5.01701 -0.09009
Br -0.52225 1.76726 5.05473
Br -0.47531 1.37054 1.57039
P -1.47998 -2.72884 -1.07820
P 1.46128 3.48111 -1.75409
O 0.09640 2.93652 -1.69430
O -0.82424 -2.82644 6.09585
O -2.94044 -3.30601 5.57642
O -1.84314 -2.21233 0.26092
O -1.72971 -1.78374 4.46848
N -0.64805 -4.15892 -1.07501
N -2.83767 -2.99545 -2.02563
N 1.53318 4.74834 -2.88864
N -0.57876 -1.68217 -2.00520
N 2.03370 4.30373 -0.39742
N 2.69099 2.40754 -2.17617
C -1.93540 -2.68721 5.38461
C -2.74497 -1.57152 3.48133
C -0.92476 -3.67164 7.24189
C 2.71051 5.55335 -3.03982
C 0.67839 -4.23809 -0.50223
C -1.33765 -5.40834 -1.25470
C 0.47059 -0.32846 1.47553
C -4.16639 -2.84246 -1.43639
C 2.47274 1.43185 -3.23133
C 4.07194 2.85349 -2.16995
C -0.93071 -0.25289 -2.01212
C 0.62688 4.67880 -4.02877
C -2.71702 -3.07651 -3.46245
C 1.44947 -4.72813 2.97187
C 0.53316 -2.10180 -2.85607
C 0.95145 2.81564 4.25702
C -3.22489 3.11976 0.06402
C 2.64830 3.61151 0.73365
C 1.26194 5.50340 -0.07377
H -2.30307 2.59362 -0.14236
H 4.27508 3.53134 -1.34308
H 0.62695 -4.92020 0.35734
H 1.38710 -4.75274 -1.16362
H -4.95813 -3.09406 -2.13533
H 3.31941 5.54648 -2.14357
H -1.69730 -0.02062 -2.75499
H 2.98517 4.33875 1.47138
H 3.51833 3.04135 0.40761
H 1.05611 -1.22680 -3.23488
H -4.27599 -1.83522 -1.00931
H -0.00005 0.29654 -2.11963
H -1.93874 -5.65975 -0.36725
H 1.11396 -3.28630 -0.20477
H -1.33096 0.01181 -1.03133
H 2.95591 1.78797 -4.14311
H 0.19371 5.29002 0.07416
H 0.34551 5.71795 -4.22557
H 1.44210 2.15597 3.55749
H -1.50049 -4.54992 6.96227
H -2.46114 -0.62654 3.01982
H -0.21683 -1.08682 1.11228
H 1.62007 6.01195 0.81779
H 1.39585 1.35806 -3.41579
H 1.93042 2.93406 1.19865
H 1.57787 -3.73544 2.56725
H -1.39759 -3.13461 8.06351
H -0.66414 -6.27061 -1.29291
H 4.76918 2.01349 -2.05604
H 3.32068 5.23784 -3.90117
H -4.31594 -3.47549 -0.55000
H 1.21202 -2.76564 -2.32436
H 2.77620 0.41963 -2.95925
H -2.65152 -2.08365 -3.92170
H -2.79683 -2.36602 2.74343
H 2.48199 6.60224 -3.28147
H 1.11542 4.28405 -4.92842
H 4.38778 3.35245 -3.09677
H -0.23431 4.07330 -3.77317
H -1.96150 -5.44732 -2.14263
H 1.29833 6.17424 -0.93472
H -3.59930 -3.58705 -3.85866
H -1.89401 -3.70917 -3.80325
H 0.19038 -2.63267 -3.75672
H 0.08496 -3.93452 7.53909
H -3.73046 -1.44213 3.93418
*
```


No. 2
Molecular formula: C10H19N3O5
Method: DFT, the ωB97M-V functional and the def2-TZVPD basis

As for the SMILES: CNC(=O)[C@H](NC(=O)[C@@H](CO)NC(C)=O)[C@@H](C)O. The calculation puts the electronic energy at -932.89609 Ha. The calculation puts the HOMO energy at -9.306 eV. For the relative energy (zero: lowest compared OMol25 entry of this formula, charge and spin), the calculation gives 58.26 kcal/mol. As for the orbital gap: 9.75 eV.

```
! wB97M-V def2-TZVPD RIJCOSX def2/J DEFGRID3
* xyz 0 1
O -1.39476 2.06377 -0.58771
O -2.67156 -0.45910 0.47826
O 1.57734 -1.19676 1.04172
O -1.13389 -2.75483 -1.33116
O 2.13762 -0.32229 -3.84023
N -0.36925 2.95355 1.35673
N 0.07394 -0.27543 -0.28242
N 1.48186 -1.83169 -2.36788
C 0.10883 -3.38460 -1.05264
C 3.62093 -0.53067 -1.94042
C -0.75626 1.94617 0.47100
C 2.42122 -0.92374 -2.80550
C 0.95968 -1.19509 -0.03518
C 1.18156 -2.35486 -1.01882
C -2.46924 0.50422 2.58164
C -0.47760 0.49320 0.87781
C -1.70197 -0.19949 1.46721
C -0.69995 4.37919 1.27430
H -1.48389 -1.13586 1.86723
H 3.21895 0.13164 -1.16940
H -0.56137 -0.15632 -1.13877
H 4.31473 0.07535 -2.42734
H -1.51674 -2.28932 -0.61871
H -1.71097 4.64063 1.75892
H 2.08529 -2.79525 -0.68514
H 0.29504 -4.21620 -1.80892
H -3.24949 -0.16452 2.96170
H 4.05436 -1.42525 -1.57902
H -3.02844 1.42492 2.33211
H 0.10599 0.59409 1.78049
H -1.73849 0.90416 3.37025
H -0.66643 4.76472 0.23082
H 0.08100 5.05395 1.65640
H -2.82173 0.45109 0.11661
H 0.75855 -1.63858 -3.09606
H 0.04807 2.63483 2.23262
H -0.07290 -3.76558 -0.07054
*
```


Which formula does entry 1 have? C19H46Br12N6O5P2